Below is a 8-piece molecular cluster, C30H75NO8 overall in a non-equilibrium geometry, with properties calculated with ωB97M-V with the def2-TZVPD basis set.

Structure (ORCA input):
```
! wB97M-V def2-TZVPD RIJCOSX def2/J DEFGRID3
* xyz -1 2
C 28.85 -12.38 -20.18
C 29.78 -11.91 -18.95
C 29.05 -11.71 -17.59
C 28.65 -13.03 -16.86
C 29.98 -13.83 -16.66
C 30.80 -14.11 -17.97
N 30.92 -12.88 -18.77
O 31.79 -12.90 -19.88
C 32.17 -14.48 -17.38
C 30.10 -15.30 -18.70
C 30.42 -10.55 -19.36
H 29.47 -12.78 -20.98
H 28.32 -11.53 -20.62
H 28.10 -13.10 -19.86
H 29.58 -10.99 -16.96
H 28.08 -11.23 -17.73
H 27.88 -13.68 -17.29
H 28.26 -12.85 -15.85
H 29.62 -14.80 -16.30
H 30.60 -13.54 -15.81
H 32.15 -15.05 -16.45
H 32.74 -15.03 -18.13
H 32.68 -13.53 -17.20
H 29.98 -16.12 -17.98
H 29.18 -15.08 -19.23
H 30.77 -15.73 -19.45
H 30.80 -10.41 -20.37
H 31.15 -10.24 -18.61
H 29.63 -9.80 -19.32
H 32.59 -12.50 -19.54
C 26.33 -8.90 -18.36
C 27.23 -7.76 -17.94
C 27.90 -6.95 -19.11
O 26.48 -6.85 -17.21
H 26.79 -9.43 -19.20
H 25.43 -8.51 -18.84
H 26.13 -9.52 -17.49
H 28.10 -8.14 -17.39
H 27.19 -6.38 -19.71
H 28.58 -7.59 -19.67
H 28.56 -6.18 -18.73
H 27.11 -6.14 -17.11
C 28.69 -6.50 -14.66
C 29.21 -5.27 -15.44
C 30.59 -5.49 -16.09
O 28.28 -4.91 -16.44
H 28.49 -7.31 -15.35
H 27.77 -6.39 -14.09
H 29.38 -6.79 -13.86
H 29.24 -4.38 -14.82
H 30.46 -6.02 -17.03
H 31.44 -5.81 -15.49
H 30.92 -4.49 -16.40
H 28.48 -4.05 -16.82
C 27.73 -0.65 -18.65
C 27.76 -2.15 -18.25
C 27.75 -3.04 -19.44
O 28.87 -2.41 -17.44
H 27.71 -0.03 -17.76
H 26.79 -0.43 -19.15
H 28.59 -0.33 -19.24
H 26.86 -2.41 -17.70
H 28.66 -2.94 -20.03
H 26.93 -2.78 -20.12
H 27.59 -4.06 -19.10
H 29.68 -2.26 -17.94
C 22.58 -12.61 -16.28
C 24.05 -12.76 -15.86
C 24.94 -11.71 -16.56
O 24.10 -12.64 -14.41
H 22.08 -13.51 -15.95
H 22.43 -12.63 -17.36
H 22.28 -11.64 -15.88
H 24.39 -13.75 -16.15
H 24.73 -10.75 -16.08
H 24.69 -11.76 -17.62
H 25.98 -12.00 -16.43
H 23.97 -11.74 -14.10
C 25.09 -5.08 -22.89
C 25.27 -6.59 -22.65
C 24.86 -6.94 -21.22
O 24.48 -7.34 -23.55
H 24.14 -4.59 -23.11
H 25.79 -4.74 -23.66
H 25.48 -4.61 -21.99
H 26.34 -6.81 -22.69
H 25.35 -6.32 -20.47
H 25.13 -7.98 -21.03
H 23.77 -6.88 -21.15
H 24.68 -7.06 -24.45
C 25.50 -10.86 -21.57
C 24.26 -10.86 -22.43
C 23.10 -10.23 -21.66
O 24.39 -10.07 -23.63
H 25.28 -11.45 -20.68
H 26.01 -9.93 -21.35
H 26.29 -11.44 -22.05
H 23.95 -11.86 -22.72
H 23.23 -9.15 -21.66
H 23.06 -10.58 -20.63
H 22.17 -10.46 -22.18
H 24.43 -9.13 -23.42
C 23.36 -6.02 -17.91
C 22.83 -7.17 -17.12
C 22.34 -8.28 -18.02
O 23.85 -7.65 -16.28
H 23.60 -5.26 -17.17
H 22.59 -5.58 -18.54
H 24.16 -6.39 -18.54
H 21.99 -6.77 -16.55
H 21.57 -7.96 -18.72
H 21.95 -9.15 -17.48
H 23.11 -8.68 -18.67
H 24.65 -7.33 -16.71
*
```

Results
**E_tot**: -1844.550358 Ha
**Gap between HOMO and LUMO (spin up / spin down)**: 1.54 / 8.52 eV
**<S²>**: 0.75
**HOMO energy (spin up / spin down)**: 0.02306 / -0.23513 hartree

Mulliken atomic charge list, values in e, 2 entries: -1.93, 1.93

---

Below is C24H41BrCoFGeN3OP2SSe as an isolated structure in a non-equilibrium geometry, with properties calculated with ωB97M-V with the def2-TZVPD basis set.

Structure (ORCA input):
```
! wB97M-V def2-TZVPD RIJCOSX def2/J DEFGRID3
* xyz 0 2
Co -0.26 -0.65 1.17
Br -4.00 -0.25 7.64
C -2.98 -0.75 6.12
C -1.95 0.06 5.70
C -1.23 -0.29 4.57
C -1.52 -1.46 3.88
C -2.57 -2.26 4.32
C -3.30 -1.91 5.44
N -0.76 -1.81 2.73
C -0.52 -3.02 2.51
C 0.12 -3.38 1.23
C 0.52 -4.66 0.90
C 1.12 -4.87 -0.33
C 1.28 -3.79 -1.19
C 0.83 -2.54 -0.79
N 0.28 -2.35 0.41
H -1.71 0.97 6.23
H -0.44 0.35 4.20
H -2.85 -3.14 3.75
H -4.13 -2.53 5.77
H -0.75 -3.79 3.24
H 0.37 -5.46 1.61
H 1.46 -5.85 -0.62
H 1.73 -3.91 -2.16
H 0.91 -1.65 -1.40
C 3.39 0.02 0.81
P 2.12 -0.41 2.05
C 2.37 0.91 3.29
C 2.90 -1.85 2.88
H 4.37 0.18 1.28
H 3.08 0.93 0.29
H 3.46 -0.77 0.06
H 3.42 1.02 3.55
H 1.81 0.67 4.20
H 1.98 1.84 2.89
H 3.89 -1.60 3.27
H 3.00 -2.67 2.17
H 2.27 -2.18 3.70
F 0.07 0.15 -0.49
C -2.77 0.44 -1.60
P -3.45 -0.28 -0.11
C -4.92 -1.22 -0.57
C -4.07 1.06 0.90
O -2.46 -1.17 0.57
H -3.47 1.12 -2.09
H -2.50 -0.37 -2.28
H -1.86 0.95 -1.31
H -5.64 -0.61 -1.11
H -5.37 -1.60 0.35
H -4.61 -2.07 -1.18
H -4.90 1.57 0.41
H -3.27 1.77 1.09
H -4.40 0.64 1.85
C 0.50 3.75 -5.03
Ge 2.03 2.59 -5.34
C 1.44 0.88 -6.08
C 3.28 3.45 -6.58
C 2.94 2.18 -3.65
Se 1.73 1.28 -2.38
C 1.21 2.90 -1.45
H -0.03 3.92 -5.97
H 0.81 4.72 -4.63
H -0.20 3.29 -4.32
H 0.79 1.03 -6.95
H 0.87 0.33 -5.32
H 2.29 0.28 -6.38
H 2.79 3.66 -7.53
H 4.13 2.80 -6.77
H 3.65 4.39 -6.16
H 3.34 3.07 -3.16
H 3.77 1.51 -3.84
H 0.78 3.61 -2.16
H 2.08 3.34 -0.97
H 0.48 2.61 -0.70
S -1.10 3.79 1.82
C -0.90 2.17 1.85
N -0.77 1.01 1.90
*
```

Results
**E_tot**: -10794.632360 Ha
**Gap between HOMO and LUMO (spin up / spin down)**: 6.28 / 6.33 eV
**<S²>**: 0.76
**Relative energy (zero: lowest compared OMol25 entry of this formula, charge and spin)**: 0.00 kcal per mole
**HOMO energy (spin up / spin down)**: -0.26527 / -0.26669 hartree

Mulliken atomic charge list, values in e, 2 entries: -1.14, -0.19

---

Below is C4H6O2S as an isolated structure in a non-equilibrium geometry, with properties calculated with ωB97M-V with the def2-TZVPD basis set.

Structure (ORCA input):
```
! wB97M-V def2-TZVPD RIJCOSX def2/J DEFGRID3
* xyz 0 3
C 0.54 1.63 -0.32
C -0.75 0.30 0.31
C -1.07 -0.91 -0.50
C -0.32 -1.26 0.73
O 2.27 0.06 1.16
O 1.80 -0.62 -1.18
S 1.34 -0.11 0.08
H 0.56 2.31 0.51
H 0.22 1.90 -1.29
H -1.54 0.75 0.89
H -2.10 -1.23 -0.59
H -0.53 -1.02 -1.44
H -0.43 -1.79 1.64
*
```

Results
**E_tot**: -704.322772 Ha
**Gap between HOMO and LUMO (spin up / spin down)**: 7.01 / 6.99 eV
**<S²>**: 2.01
**Relative energy (zero: lowest compared OMol25 entry of this formula, charge and spin)**: 147.91 kcal per mole
**HOMO energy (spin up / spin down)**: -0.22400 / -0.36437 hartree

Mulliken atomic charge list, values in e, 2 entries: -0.78, -0.34

---

> Which value of E_tot does entry 2 give?

-10794.632360 Ha

---

> The lowest <S²> belongs to which entry?

C30H75NO8